A molecular structure, C41H55ClN4O3OsSi3. Source: OMol25; level of theory: the ωB97M-V functional and the def2-TZVPD basis.

## Properties
Kohn-Sham gap (spin up / spin down)   2.590 / 4.244 eV
M   961.86 g mol⁻¹
Spin multiplicity   5
Maximum force   3.06 eV Å⁻¹
Net charge   0
LUMO (spin up / spin down)   -0.13 / -2.74 eV
Energy above the lowest of the compared OMol25 structures with the same formula, charge and spin   106.8 kcal/mol

Element x y z (Å)
C -4.35541 0.05328 2.73468
C -5.09696 -0.57963 1.48257
N 1.57661 -0.74169 -1.39817
O 3.09476 1.42039 -1.21484
H -2.95407 -2.38613 0.84837
H -1.12051 -5.08936 1.95577
O -3.10211 -0.35293 2.76792
C -2.10292 2.19847 -1.48892
C 3.03208 -4.62423 3.17385
C -3.51824 -3.35846 3.70769
C 1.83975 -5.05910 3.78939
Si -2.32031 1.97263 0.43644
N 1.05905 -2.01154 -1.28076
C -1.97922 1.44605 -5.76467
H 1.60610 -0.09936 3.78189
H 6.13639 0.12582 -4.62837
O -4.76386 0.79175 3.63256
H -3.70299 -2.34136 4.12386
H -0.81010 6.65163 1.06347
C -1.11861 4.60084 0.58178
C 1.88952 -2.68630 2.29475
H 5.83113 1.26004 -0.98305
C 1.39399 0.92635 3.42821
H -2.09107 -0.60646 -5.11050
H -2.55197 3.18424 -1.75596
C 5.32036 2.14829 -3.36923
H 2.97504 1.57113 -5.71637
H -2.65090 -6.88833 2.28544
H -2.46631 1.31911 4.49480
H -1.72305 4.82140 -0.31613
H -1.08031 0.88403 5.53107
C 4.89213 0.74357 -2.91960
H -4.95075 -1.44761 -0.46609
H -5.34301 -4.20049 4.41233
C -1.45955 0.26424 -5.27297
C 0.26897 2.33831 -5.95316
H 0.22608 -0.71257 -4.48060
C -4.44012 -4.42275 3.88098
H 0.58844 6.11918 3.10480
C -1.42127 1.57379 4.74038
Si -0.99263 -2.17067 2.93851
C -4.17020 -5.69868 3.31994
C 0.78679 1.16422 -5.37375
H 3.96756 -2.99936 2.00424
H -1.11830 -1.87496 4.40100
H 2.60591 -1.22711 -3.18647
C -2.05256 -4.85872 2.50681
N -0.03253 -0.60205 0.08602
H -3.96402 3.89245 0.56484
H 0.95763 3.15035 -6.32035
H 1.95446 1.04503 2.48564
H 1.76754 -5.89769 4.46249
H -3.88183 3.04486 2.13087
C 0.69079 -3.07020 2.86722
C -3.95057 2.89521 1.05117
C 3.32602 0.76260 -2.53459
H -5.65454 -1.45659 1.84468
C -2.31590 -3.59231 3.02091
H -4.88247 2.41571 0.81427
H 3.56979 -1.22507 -1.74811
H -0.37277 -2.76533 0.02782
C -1.08316 2.45745 -6.15978
H 5.68868 -0.47899 -1.14254
N -2.86998 -1.49940 0.29955
C -4.24716 -0.83442 0.15869
H 1.71970 1.64781 4.18714
H 5.43703 -1.26760 -3.79383
H 1.09221 1.13807 -0.59367
C 0.15370 4.03441 2.98752
Os -1.49754 -0.27873 1.41105
C 0.13031 5.32540 2.52486
H -1.41801 2.62968 5.02139
H -4.02320 0.10930 -0.33609
H 4.88071 2.94179 -2.74992
H -0.17909 -4.55179 4.19098
C 2.25147 1.04227 -5.03690
Cl -3.67366 1.71364 -5.78857
C 3.05454 -3.44135 2.42367
C 0.70728 -4.23048 3.66742
H 2.81659 2.59419 -3.57998
C -1.05179 3.28611 1.04965
Si -0.49358 1.23374 3.04381
C 2.45608 1.52999 -3.57379
H 4.48694 -0.30128 -4.90103
H -1.00584 2.16731 -1.75736
C 5.25465 -0.21893 -4.10458
C -0.44537 2.98543 2.27764
H 6.40263 2.20362 -3.22644
C 0.14281 -1.88009 -0.37007
H 3.94985 -5.17069 3.26235
H -5.79249 0.21169 1.19659
H -4.84436 -6.54253 3.42993
H 1.49231 1.57019 -3.04979
H 0.68798 3.81522 3.89623
H 6.91375 0.47685 -2.11968
C -2.97602 -5.89850 2.67075
H 2.51396 -0.02228 -5.08921
H 1.92529 -1.71183 1.74753
C 0.83511 0.12067 -0.70415
C 5.87672 0.44749 -1.72278
H -2.59850 -1.74940 -0.66023
H -2.57407 1.45691 -2.12840
C -0.11691 0.17381 -5.01432
C -0.58478 5.64326 1.34295
H 3.40417 2.35769 -1.25891
H 5.07821 2.42057 -4.41871
C 2.82063 -0.66789 -2.28447
H -1.54269 3.27370 -6.72128

A molecular structure, C41H55F3IN2PPdS3Sb. Source: OMol25; level of theory: the ωB97M-V functional and the def2-TZVPD basis.

## Properties
Kohn-Sham gap (spin up / spin down)   5.453 / 5.554 eV
M   1115.16 g mol⁻¹
Maximum force   2.77 eV Å⁻¹
Net charge   +1
LUMO (spin up / spin down)   -4.86 / -4.81 eV

Element x y z (Å)
S -1.91147 -2.44640 3.68751
H -1.27527 5.42630 2.30691
H -3.58627 1.24370 4.47901
H -1.46307 -0.76620 5.27371
N -0.96007 0.91740 1.64321
C -2.84027 2.16170 -0.12099
H -2.99137 0.44970 3.02551
H -3.61247 0.30790 0.67421
H -2.60357 4.12870 -1.04809
C 0.81103 2.14520 -5.46399
H -3.05577 -1.89640 1.67131
C -0.96877 -1.01600 4.33451
H -4.08027 3.27150 -1.45089
H -4.56207 3.53540 2.11521
C -3.99697 1.24540 0.27161
C -0.56597 -2.46980 -2.58529
C 1.10603 2.58520 -4.18469
F 0.84243 3.02590 -6.47599
H 0.65203 -2.21970 5.11191
C 5.31313 -0.75670 0.95941
H 0.89393 -0.46010 5.21561
C 1.07563 1.66940 -3.14909
Sb 0.84963 -1.07010 -1.77089
C 3.97153 -0.53690 0.70791
H 6.80573 -2.28920 0.98061
C 3.02593 -3.08250 -2.88399
C -0.39027 -3.84320 -2.51099
H 1.15053 -4.95380 2.31281
C -2.00537 -2.09890 1.88551
P -1.70387 2.28750 1.44111
H 1.36133 3.62050 -4.01919
C -2.06617 1.44110 -1.22339
H 5.20713 -4.06910 0.28141
H -1.40817 -1.19540 1.68831
H 2.79673 -3.43630 -0.05069
H -1.44877 0.64910 -0.77429
C 0.50103 -1.27090 4.60011
C -3.79437 3.74490 2.85331
C 0.49453 0.82250 -5.73089
C 0.80893 -3.92230 2.43051
C 3.71943 -0.79470 -2.73179
H -1.91317 -3.09760 -0.00999
C -2.79067 2.60850 3.00031
F 6.39903 -2.76250 -4.11239
H -1.87387 5.29230 0.65791
C -1.53877 -3.24150 1.00751
I 3.12343 1.39260 0.81281
H 2.82963 -3.15210 2.39101
H 0.43603 -4.25960 -1.95139
H -4.53547 1.28910 3.00991
C -2.37427 -4.16160 -3.78859
Pd 0.59083 -0.11010 0.60821
H 5.71523 -0.37090 -3.42299
C -1.00637 5.14540 1.29351
H -1.43807 3.97360 4.02141
H 5.97183 0.04330 1.25841
N 3.10863 -1.46850 0.37551
H 2.28213 -3.85200 -2.75009
C -1.68737 -1.95640 -3.22299
H -4.29677 3.87640 3.81131
H -1.15147 -5.77140 -3.10379
H -1.83967 -0.88580 -3.25789
H 0.83833 2.48430 2.43651
F -3.24117 -4.98450 -4.39309
H 4.48883 -4.44360 -3.68529
H -3.47297 -2.41300 -4.33599
H -3.32387 4.68640 2.59231
H -1.09227 -0.18520 3.63881
C 0.14173 3.48060 -0.17819
C -2.60177 -2.79620 -3.83049
H -0.07447 -3.89850 3.06881
H -1.87917 -4.20820 1.37751
C -3.38217 3.48680 -0.64169
C 3.55103 -2.71060 0.22851
H 0.28633 0.51980 -6.74569
H 3.51043 0.23650 -2.47449
C 4.25883 -3.42650 -3.41169
C 0.66983 3.54260 2.23471
H -0.53167 3.76610 -0.98249
C 5.76713 -2.05750 0.80631
H -0.23307 5.83700 0.96281
S 1.56913 -1.29350 3.11311
C -1.82237 2.96340 4.12801
H 0.23133 -1.11190 -4.87099
H 0.46083 4.04820 3.17121
H 1.33873 1.98540 -2.14479
C -0.45327 3.73010 1.20881
H -0.99147 2.26250 4.14251
C 0.73673 0.34650 -3.38689
C 5.20493 -2.43570 -3.59619
C 4.95463 -1.11760 -3.25989
H 1.59643 3.95960 1.83611
S 0.26703 -3.30960 0.79821
H -4.65917 1.70580 0.99571
H -4.59727 1.01420 -0.60889
H 1.05423 4.06350 -0.30049
C 0.46403 -0.07580 -4.68029
H 2.17133 -3.42010 4.01261
C -1.28397 -4.70060 -3.12749
C -3.52097 1.31910 3.39501
H -2.33107 2.90750 5.09031
H -3.92007 4.04240 0.12211
H -2.76637 0.96980 -1.91169
H 0.39013 2.41210 -0.26789
H -1.43637 2.10440 -1.80599
C 4.87823 -3.05230 0.42001
C 1.93143 -3.08090 3.00531
C 2.74673 -1.76840 -2.54829

A molecular structure, C41H55NO3SeSn. Source: OMol25; level of theory: the ωB97M-V functional and the def2-TZVPD basis.

## Properties
Kohn-Sham gap   7.762 eV
M   807.57 g mol⁻¹
Maximum force   1.25 eV Å⁻¹
Net charge   0
LUMO   0.43 eV
Energy above the lowest of the compared OMol25 structures with the same formula, charge and spin   10.6 kcal/mol

Element x y z (Å)
H 1.05503 4.28420 2.53637
C -3.77807 -2.77270 -2.98623
H 2.34113 3.86390 5.99677
H -2.50977 3.45030 -0.08563
H 1.96703 0.90810 5.50437
C 1.63983 3.59860 5.20707
H -4.82197 -1.14360 -0.30613
H 3.52093 1.70680 5.73367
C -3.18997 -1.16820 -4.68603
H 0.19713 5.86420 -0.72133
H -4.87827 0.75710 1.75267
H 4.23103 -1.65420 3.06037
H -4.18357 -4.20890 -1.44293
C 0.72603 -2.99800 -3.66143
H 5.31653 -2.98440 3.45257
H 0.76153 3.14240 5.65887
C 3.15473 -2.80430 0.74197
H -4.53317 0.48180 -4.94293
C -4.90737 -2.01470 -2.70023
H -3.55737 -4.89420 -2.94853
O -4.50317 -0.77950 0.52787
H -6.06707 -0.27440 -3.16943
C 3.03723 -3.11050 -0.61013
H 3.85773 -5.19440 1.82957
C -0.61007 4.28690 0.52267
H 1.30363 5.32840 0.54477
H 1.53143 -5.30680 -2.43193
C -0.07947 3.05000 1.24347
C -4.03697 2.13070 -2.16903
H 4.10063 -2.66580 -3.07583
N -4.24327 1.20110 -1.25003
C -5.53587 3.63980 -1.11003
H 4.25243 3.57400 4.29587
C 2.29503 2.62770 4.21447
H -4.46957 4.08760 -2.92763
H 6.54123 -2.59730 1.36127
H 3.87413 -3.59920 -1.08223
H 2.04103 -1.95630 2.38627
C 2.00853 -3.23610 -2.86553
H -6.40037 2.85790 0.69837
H -3.33937 1.85420 -2.94653
C 0.05703 0.71940 1.77237
C 0.84083 -2.14600 -0.80063
C -0.40897 1.71910 0.89797
H -6.03917 4.59380 -1.05403
C 3.14043 -2.43970 -3.53163
H -2.47167 -4.02970 -1.86563
H 5.43763 -1.31410 0.85047
H 3.19993 -2.67890 -4.59153
C 2.30083 -4.74390 -2.95763
C -4.31977 -0.42200 -4.39293
C -5.17827 -0.84660 -3.39623
C -4.66457 3.36180 -2.15423
H 3.57523 -3.24760 3.47747
H -2.04807 -2.91450 -4.23273
H 0.88133 -3.31230 -4.69333
C 0.94603 -1.89000 0.57997
H 2.30603 -5.05560 -4.00083
H -0.08617 -3.58200 -3.23693
H 3.95313 2.64870 2.81777
C -2.92267 -2.33150 -3.98943
H 5.60063 -4.91070 1.95247
C -5.23887 0.38460 0.79057
H -1.68797 6.08290 1.06827
C 2.05953 -2.20410 1.33647
H 1.33153 4.51380 4.70937
C 4.69713 -4.64820 1.40387
C -1.67987 3.99400 -0.52773
C -3.48607 -4.05060 -2.26183
C 4.44233 -3.13560 1.48547
C 4.37933 -2.72770 2.96117
H 1.17713 0.13870 3.47367
H 2.95763 -1.37210 -3.42723
C 5.61403 -2.38790 0.82937
C -5.06277 1.46540 -0.24583
C 1.30153 2.26380 3.11947
O -0.22887 -1.78060 -1.46213
Se -0.55757 -1.10230 1.51837
H 3.26563 0.68650 4.32017
H -5.60237 -2.36400 -1.94673
H 3.19713 4.22350 3.04537
H -1.28087 3.40260 -1.34513
H -2.05977 4.93090 -0.93423
H 3.26263 -5.00580 -2.52633
C 2.78833 1.40090 4.98757
H 1.04313 4.31990 -0.87253
C 0.55843 4.99680 -0.17273
H -0.54527 5.56440 2.30177
H -6.31117 0.14810 0.88877
O -1.12027 1.41610 -0.16333
H -2.51767 -0.84990 -5.46963
C 3.50143 3.31190 3.55267
C 1.93263 -2.82150 -1.39603
C -1.25897 5.21420 1.56257
H 5.74283 -2.69250 -0.20603
C 0.77733 3.26560 2.31047
C -5.73677 2.67900 -0.13493
C 0.87883 0.97320 2.85827
Sn -1.95257 -0.51140 -0.83093
H 0.44033 -1.95100 -3.65673
H 4.82323 -4.96490 0.37157
H -2.05297 4.68370 2.08457

A molecular structure, C41H57CeN3O7S2. Source: OMol25; level of theory: the ωB97M-V functional and the def2-TZVPD basis.

## Properties
Kohn-Sham gap (spin up / spin down)   6.208 / 6.261 eV
M   908.17 g mol⁻¹
Spin multiplicity   2
Maximum force   3.31 eV Å⁻¹
Net charge   -1
LUMO (spin up / spin down)   1.79 / 1.79 eV

Element x y z (Å)
O 1.90942 -0.34399 -7.32256
N 0.80732 0.63941 -5.25676
H 5.65472 -1.39719 4.00924
H -1.28448 -1.59949 4.86774
H 4.03332 -3.30209 4.48684
H 3.92862 0.99351 -1.55776
H -3.10138 0.91871 -2.04506
C -0.79368 1.32441 -8.78586
H -4.81008 0.90891 -2.46836
C -2.67618 0.78661 5.16924
C 4.65562 -2.17689 -1.32236
H 2.39672 -4.40089 0.05954
H -6.47798 0.40281 -0.82496
H 5.47372 -1.56559 -0.93956
C -5.78438 0.33661 0.01134
H -2.69388 2.24231 2.22154
H -3.68108 2.88101 0.90294
C 3.06382 -1.15209 3.09304
H -0.78608 3.92301 -1.23516
O 2.12392 2.05051 -6.92686
H -2.70538 3.97881 1.89774
C 5.04522 -3.86719 0.45774
H 4.52772 -2.56779 2.46844
O -1.50268 -0.48739 -0.85756
H 3.15142 -0.29979 6.46114
H -4.10558 1.42031 -8.06576
H -0.62238 2.84361 1.04724
C -4.10338 1.06391 -1.65546
H -5.82258 1.27521 0.56084
H 5.37942 -0.77109 5.63434
H -4.92288 -1.52259 3.96544
H 5.41432 -4.56869 -0.28996
H 1.70412 -0.58289 5.49584
O 1.60132 2.32051 -0.40266
H 2.12802 -3.23579 -1.24446
H -0.58708 -0.17639 3.41574
Ce 0.34822 0.59931 -1.55926
C -1.31538 -0.09229 2.62534
H 5.05382 -2.86459 -2.06866
C -1.84798 0.32481 0.14144
H -2.63578 -2.56949 4.30554
N 0.37052 0.06611 0.84294
C -0.84008 0.13351 1.30174
C 3.09882 2.88741 -2.19126
H 4.54772 1.58391 -3.13206
H 4.62242 -4.44329 1.27884
C -1.20198 0.97421 -6.44096
C -1.56398 2.86091 0.46614
C -0.33338 1.10171 -7.51086
C -1.55158 4.06831 -0.47496
C 3.55492 -1.18219 4.53474
C 1.95782 -0.43129 2.68864
H 3.00662 3.46111 -3.11416
C 3.34412 -1.99269 0.80764
H 3.73682 -2.67209 6.10654
O 0.72512 2.66631 -2.38736
H 3.00332 -0.21589 -3.43746
C 3.42232 -2.61669 5.06574
H -3.31378 -1.53059 -1.48176
C 2.28472 -1.14859 0.34754
H 5.13082 0.27181 4.22804
C 5.02392 -0.74329 4.60444
C -2.16808 1.42861 -8.97056
H -2.51838 4.15211 -0.96906
H -1.60838 0.97951 5.11694
C 3.98942 -2.95809 -0.18276
N 2.60992 0.67381 -3.12836
C -4.37138 0.06711 -0.52876
H -3.19658 1.66321 4.78714
H -2.55718 1.58811 -9.96576
H 3.91032 -1.53699 -1.78536
H 5.89582 -3.29459 0.82494
C 1.70292 2.64791 -1.60116
C -2.57128 1.10151 -6.61446
C -2.36498 -1.70019 4.90034
C 2.87482 -3.85239 -0.75066
H -4.20228 2.08591 -1.29936
H -4.62078 -0.37839 2.09514
C -3.06858 -0.45209 4.34774
H 2.38792 -2.94529 4.99464
H -2.66118 -1.87899 5.93294
O 1.94402 -1.05689 -0.89176
H -4.54998 -2.09309 -0.34536
H 2.26152 1.14421 -3.97056
C -3.59778 -0.16769 1.83474
C -3.04278 1.32811 -7.89616
C -2.63858 -0.23019 2.90214
H -5.12748 0.22401 4.18504
C 1.52842 -0.45449 1.36224
H -4.79928 -0.81089 5.57094
C 3.70532 -1.95179 2.13644
C -3.30478 0.13291 0.55434
H -5.03108 -1.45889 -1.92756
H 1.42282 0.20161 3.37744
H -6.13318 -0.46339 0.65934
C 2.74292 -0.26329 5.45154
S 1.31332 0.86281 -6.80766
S -1.39258 0.34591 -3.81276
H 2.78312 0.76751 5.10714
H -2.95378 0.65021 6.21374
H 3.74342 3.40171 -1.47906
C -4.31948 -1.35449 -1.11096
H -3.21798 1.01121 -5.75506
H 3.27862 -4.56709 -1.46696
O -1.62858 1.73311 -0.39766
H -1.34208 4.98161 0.07674
H -0.10958 1.40211 -9.61596
C 3.65102 1.48771 -2.49646
C -2.74088 2.99141 1.43814
C -4.57678 -0.65249 4.51684
C -0.49568 0.67921 -5.18726

Among the records above, which one has the lowest net charge? C41H57CeN3O7S2